Record 1
Computed, not measured: C30H32CrN10O5S2 as an isolated structure at a distorted geometry, with the ωB97M-V functional and the def2-TZVPD basis.

Computed properties:
⟨S²⟩ ... 3.7795
Charge ... +3
Spin multiplicity ... 4
E_HOMO (spin up / spin down) ... -16.7 / -16.7 eV
LUMO energy (spin up / spin down) ... -10.173 / -9.729 eV
Kohn-Sham gap (spin up / spin down) ... 6.6 / 7.0 eV
Energy ... -106835.1604 eV

Each line ends with the Mulliken charge.
Atoms and positions in Å:
Cr1 0.26 -0.57 -0.18  0.19
S1 6.06 -1.00 -4.55  1.27
S2 2.85 4.78 4.20  0.27
O1 6.98 -0.99 -3.44  -0.68
O2 5.22 -2.16 -4.77  -0.70
O3 1.55 3.83 -3.74  -0.58
O4 3.02 2.81 -4.96  -0.56
O5 -1.21 -1.09 -1.35  -0.66
N1 1.84 -0.23 1.03  0.49
N2 1.48 4.70 3.38  -0.62
N3 -0.51 -1.81 1.24  0.77
N4 3.49 3.35 3.85  -0.63
N5 -0.31 1.20 0.53  0.98
N6 -0.40 -6.55 0.83  -0.34
N7 -3.11 -1.33 -2.53  0.14
N8 1.29 0.26 -1.76  1.31
N9 2.15 2.85 -4.12  1.01
N10 2.55 0.43 -3.55  0.36
C1 1.16 1.55 -2.24  -1.21
C2 4.93 0.40 -4.26  -1.00
C3 -3.84 -1.77 -3.74  -1.07
C4 2.63 2.74 3.05  0.58
C5 -1.49 -2.51 3.30  -1.04
C6 -1.06 -1.52 2.43  -0.27
C7 -0.37 -3.10 0.89  0.10
C8 2.88 -1.03 1.26  -0.34
C9 1.47 3.52 2.78  0.60
C10 2.80 1.42 2.48  0.16
C11 3.50 0.01 -4.61  -1.31
C12 0.61 1.77 1.36  -0.25
C13 -1.43 1.86 0.24  -0.78
C14 -1.07 -2.29 -3.44  -1.47
C15 2.60 -1.79 -2.40  -1.44
C16 1.79 0.98 1.64  0.13
C17 2.13 -0.38 -2.58  0.66
C18 -1.69 3.12 0.77  -0.84
C19 7.79 -1.80 -6.46  -1.25
C20 3.93 -0.66 2.09  -1.15
C21 -3.94 -0.73 -1.48  -1.07
C22 -0.76 -4.14 1.71  -0.09
C23 -0.77 3.71 1.61  -0.62
C24 3.90 0.58 2.70  -0.56
C25 1.95 1.65 -3.33  -0.24
C26 -1.34 -3.84 2.95  -0.14
C27 6.93 -0.61 -6.05  -0.43
C28 0.41 3.02 1.92  0.46
C29 -0.58 -5.49 1.25  -0.40
C30 -1.83 -1.53 -2.39  0.87
H1 2.52 -2.37 -3.31  0.65
H2 -1.60 -3.20 -3.71  0.54
H3 7.19 -2.68 -6.66  0.35
H4 0.56 2.32 -1.79  0.75
H5 -1.93 -2.23 4.25  0.48
H6 3.64 -1.82 -2.09  0.29
H7 3.43 -1.07 -4.66  0.64
H8 -0.94 4.69 2.04  0.60
H9 -4.80 -1.37 -1.30  0.44
H10 3.17 0.42 -5.56  0.48
H11 -4.11 -2.83 -3.67  0.34
H12 -2.61 3.62 0.51  0.51
H13 7.51 0.28 -5.81  0.40
H14 8.33 -1.54 -7.36  0.38
H15 6.16 -0.37 -6.78  0.38
H16 4.69 0.91 3.36  0.61
H17 -4.29 0.25 -1.80  0.36
H18 0.04 -3.32 -0.09  0.57
H19 -2.12 1.38 -0.45  0.41
H20 5.06 0.56 -3.19  0.37
H21 -3.37 -0.65 -0.56  0.29
H22 -3.25 -1.60 -4.63  0.42
H23 -1.15 -0.47 2.69  0.52
H24 -4.75 -1.18 -3.81  0.41
H25 8.53 -2.03 -5.69  0.36
H26 -1.66 -4.63 3.61  0.56
H27 2.00 -2.29 -1.63  0.00
H28 4.75 -1.34 2.25  0.49
H29 -0.96 -1.68 -4.34  0.42
H30 5.28 1.28 -4.80  0.65
H31 2.89 -2.00 0.77  0.61
H32 -0.09 -2.54 -3.06  0.05

---

Record 2
Computed, not measured: C30H32F9O4PPb as an isolated structure, with the ωB97M-V functional and the def2-TZVPD basis.

Computed properties:
Charge ... +2
Energy relative to the best compared isomer or geometry (same formula, charge and spin) ... 0.0 kcal/mol
E_HOMO ... -14.6 eV
LUMO energy ... -6.103 eV
Kohn-Sham gap ... 8.5 eV
Energy ... -78800.8130 eV

Each line ends with the Mulliken charge.
Atoms and positions in Å:
Pb1 -0.31 2.11 0.68  1.26
P1 0.49 -0.42 -0.34  1.62
F1 4.14 -0.76 -5.90  -0.24
F2 2.36 -3.93 4.97  -0.25
F3 2.61 -5.51 3.51  -0.25
F4 5.72 -0.75 -4.42  -0.24
F5 -5.86 -1.93 -1.65  -0.26
F6 4.91 1.12 -5.14  -0.27
F7 -4.95 -3.58 -2.72  -0.25
F8 -5.14 -1.65 -3.68  -0.25
F9 4.20 -4.08 3.85  -0.25
O1 -2.02 2.02 -1.23  -0.37
O2 -1.96 1.04 2.21  0.13
O3 0.70 1.18 2.80  0.12
O4 1.88 3.31 1.55  -0.30
C1 2.52 2.67 2.65  -0.68
C2 2.88 -4.23 3.77  0.82
C3 3.57 -0.17 -3.70  0.15
C4 1.50 2.08 3.59  -0.48
C5 -3.34 1.45 2.10  -0.60
C6 0.57 -2.84 1.10  0.19
C7 1.14 -3.70 2.03  -1.00
C8 -1.56 0.82 3.57  -0.82
C9 2.29 -3.32 2.71  0.07
C10 -3.33 -1.78 -0.60  -1.49
C11 3.11 0.99 -3.11  -0.75
C12 4.60 -0.13 -4.80  0.73
C13 -2.40 2.27 -3.55  -1.42
C14 1.14 -1.60 0.87  0.25
C15 -2.50 -1.57 -2.86  -1.09
C16 -1.05 -1.09 -1.00  0.52
C17 2.17 0.91 -2.09  -0.44
C18 -2.82 1.95 -2.16  0.87
C19 -0.15 0.28 3.52  -0.31
C20 3.10 -1.42 -3.28  -1.15
C21 -4.26 1.62 -1.93  -1.10
C22 1.73 4.73 1.72  -0.86
C23 2.17 -1.50 -2.27  -0.25
C24 -2.09 -1.39 -0.12  -0.04
C25 2.31 -1.23 1.54  -0.59
C26 1.69 -0.33 -1.67  0.29
C27 -1.26 -1.18 -2.37  -1.24
C28 -4.88 -2.26 -2.51  0.84
C29 2.88 -2.09 2.46  -0.99
C30 -3.53 -1.86 -1.98  0.25
H1 1.24 5.12 0.83  0.29
H2 -2.81 1.56 -4.26  0.37
H3 -4.85 2.53 -2.08  0.47
H4 -1.62 1.76 4.13  0.40
H5 -0.47 -0.95 -3.07  0.48
H6 1.82 1.83 -1.62  0.20
H7 -4.61 0.90 -2.67  0.29
H8 -1.94 -1.32 0.95  0.64
H9 3.48 1.95 -3.44  0.52
H10 3.80 -1.82 2.97  0.52
H11 0.24 0.10 4.52  0.49
H12 -3.52 2.34 2.70  0.35
H13 0.87 2.84 4.05  0.30
H14 -0.13 -0.66 2.97  -0.09
H15 3.48 -2.32 -3.75  0.43
H16 -0.31 -3.16 0.57  0.54
H17 3.13 1.87 2.23  0.21
H18 2.71 5.20 1.81  0.32
H19 0.70 -4.67 2.22  0.50
H20 -2.82 3.25 -3.82  0.40
H21 -4.13 -2.02 0.08  0.54
H22 -3.99 0.64 2.43  0.31
H23 3.18 3.36 3.17  0.55
H24 -2.66 -1.65 -3.93  0.53
H25 -2.23 0.09 4.03  0.48
H26 -3.52 1.67 1.05  -0.08
H27 2.78 -0.28 1.34  0.38
H28 2.00 1.51 4.37  0.38
H29 1.13 4.96 2.61  0.37
H30 -4.43 1.24 -0.93  0.16
H31 -1.32 2.32 -3.63  0.32
H32 1.81 -2.47 -1.93  0.54